No. 1
ORCA calculation (ωB97M-V/def2-TZVPD) on a 4-piece molecular cluster, C12H25BrO12S overall.

```
51
Properties=species:S:1:pos:R:3:forces:R:3:lowdin_charge:R:1
O 0.7075 -1.4635 -4.0021 0.0 0.5 -0.2 -0.392
S -0.1783 -2.5350 -3.6679 0.3 -0.1 0.2 0.726
O 0.3567 -3.7631 -4.5789 -0.2 -0.2 0.3 -0.262
O -1.5710 -2.1871 -4.5109 0.0 -0.1 0.2 -0.876
Br -2.8952 -3.2226 -3.7823 -0.1 0.1 -0.2 0.741
H 0.1445 -4.5765 -4.0924 0.1 -0.1 -0.2 0.064
C 1.6335 -0.2625 -0.4584 0.0 0.0 0.1 -0.058
C 2.6023 -1.4114 -0.6283 0.0 0.1 -0.3 -0.199
O 2.9794 -1.9983 0.6331 -0.1 0.0 0.1 0.037
C 2.0880 -2.8357 1.1578 0.0 -0.1 -0.1 -0.638
O 1.0414 -3.1688 0.6604 0.1 0.0 0.0 0.119
O 2.5508 -3.2534 2.3382 0.0 0.0 0.0 -0.004
C 1.6553 -4.1137 3.0516 0.0 0.0 0.1 -0.031
H 2.0502 0.4903 0.2123 0.0 0.0 0.0 0.082
H 1.4390 0.2025 -1.4249 0.0 0.0 0.0 0.077
H 0.6846 -0.6065 -0.0475 0.0 0.0 0.0 0.077
H 3.5379 -1.0649 -1.0614 0.0 0.0 0.1 0.126
H 2.1915 -2.1861 -1.2742 0.0 0.0 0.0 0.109
H 1.3698 -4.9658 2.4391 0.0 0.0 0.0 0.096
H 0.7619 -3.5668 3.3509 0.0 0.0 0.0 0.090
H 2.2030 -4.4464 3.9278 0.0 0.0 0.0 0.096
C -3.8612 0.6277 5.7397 0.1 0.0 -0.1 -0.065
C -3.3717 -0.8027 5.7032 -0.1 0.0 0.1 -0.211
O -2.5572 -1.0616 4.5457 0.0 0.1 -0.1 0.035
C -1.3011 -0.6230 4.6215 0.1 -0.3 0.2 -0.609
O -0.7869 -0.0983 5.5768 -0.1 0.1 -0.1 0.123
O -0.6876 -0.9216 3.4755 0.0 0.1 0.0 0.009
C 0.6810 -0.5108 3.4103 0.1 0.0 0.0 -0.023
H -4.3892 0.8719 4.8174 0.0 0.0 0.0 0.082
H -4.5455 0.7627 6.5776 0.0 0.0 0.0 0.080
H -3.0306 1.3213 5.8590 0.0 0.0 0.0 0.076
H -4.2048 -1.4958 5.6055 0.0 0.0 0.0 0.122
H -2.8108 -1.0579 6.6015 0.1 0.0 0.0 0.122
H 1.2461 -0.9027 4.2534 0.0 0.0 0.0 0.103
H 0.7539 0.5755 3.3956 0.0 0.0 0.1 0.105
H 1.0741 -0.9131 2.4834 -0.1 0.0 0.0 0.069
C -1.2770 2.3321 -5.4031 -0.1 0.1 0.1 -0.061
C 0.2228 2.5124 -5.4553 0.0 -0.2 -0.1 -0.203
O 0.6219 3.8313 -5.0352 -0.1 0.1 0.1 0.037
C 0.6465 4.0284 -3.7193 0.4 -0.1 0.0 -0.612
O 0.4303 3.2031 -2.8678 -0.1 0.1 0.0 0.116
O 1.0137 5.2926 -3.4951 -0.1 0.0 0.0 0.003
C 1.0891 5.6513 -2.1128 0.0 0.0 0.0 -0.040
H -1.7842 3.1007 -5.9875 0.0 0.0 -0.1 0.081
H -1.5432 1.3540 -5.8043 0.0 0.0 0.0 0.079
H -1.6404 2.3894 -4.3779 0.0 0.0 0.0 0.076
H 0.5880 2.4323 -6.4770 0.0 0.1 0.0 0.123
H 0.7355 1.7690 -4.8462 0.0 0.0 0.1 0.119
H 1.7388 4.9676 -1.5710 0.0 0.0 0.0 0.094
H 0.0972 5.6432 -1.6639 0.0 0.0 0.0 0.097
H 1.4995 6.6561 -2.0915 0.0 0.0 0.0 0.092
```
Positions in Å, forces in eV/Å.



No. 2
51
Properties=species:S:1:pos:R:3:forces:R:3:lowdin_charge:R:1 method="wB97M-V/def2-TZVPD" de_lowest_kj_mol=247.54 total_charge=+1
Cd -0.4431 -0.6855 -1.2173 0.1 0.0 -0.5 1.433
O -1.6436 0.0555 0.1314 -1.9 1.0 1.7 -0.505
H -2.5478 0.3450 0.3618 0.7 -0.5 -0.9 0.005
C 0.8327 1.5828 1.9925 -0.2 0.6 1.1 -0.054
C 1.9207 2.3726 2.2579 -0.3 0.4 1.3 -0.019
C 2.0077 3.0783 3.5152 -1.3 -0.7 -2.4 -0.308
C 0.9134 3.0220 4.4023 1.3 -0.2 -0.7 0.009
C -0.1416 2.1408 4.1403 0.7 0.8 1.2 -0.014
C -0.1913 1.4818 2.9627 1.0 0.0 -2.5 -0.390
O -1.2610 0.8002 2.6028 -2.3 -1.2 1.7 0.022
O 3.0215 3.9455 3.6522 0.5 1.2 1.6 0.048
H 0.6761 1.1120 1.0332 0.1 -0.1 -0.1 0.083
H 2.6356 2.5212 1.4622 0.4 0.1 0.2 0.104
H 0.8362 3.6770 5.2575 0.4 -0.1 0.2 0.117
H -0.8988 2.0009 4.8976 -0.3 0.1 -0.2 0.124
H -1.4247 0.6984 1.6624 0.7 -0.2 -0.8 0.005
H 3.7043 3.9443 2.9774 -0.4 -0.5 -0.2 0.108
C -0.2790 -5.6950 1.8570 0.5 -2.9 1.9 -0.142
O -0.5202 -4.4873 1.2856 0.0 4.6 -2.1 -0.187
P 0.5855 -3.3619 0.9103 1.8 -3.9 0.6 0.538
O 0.1839 -2.3267 -0.0803 -0.1 -0.8 0.7 -0.346
O 1.7541 -4.3071 0.3015 -0.6 0.5 0.6 -0.199
C 1.5201 -5.2374 -0.7673 -0.5 0.1 -1.8 -0.097
O 1.2438 -2.8619 2.2879 0.0 -3.3 -3.2 -0.144
C 0.6992 -1.7267 2.7861 -0.8 4.1 1.7 -0.151
H -1.1040 -5.8947 2.5409 0.0 -0.1 -0.1 0.107
H 0.6371 -5.7979 2.4387 0.2 0.6 0.1 0.106
H -0.2024 -6.5286 1.1590 -0.4 0.3 -0.5 0.089
H 2.3379 -5.2230 -1.4877 0.5 0.2 0.6 0.095
H 0.6814 -4.9809 -1.4145 -0.4 0.6 0.3 0.086
H 1.3095 -6.2891 -0.5730 0.4 0.2 1.2 0.089
H -0.0978 -1.3051 2.1736 0.0 0.0 0.0 0.063
H 1.4917 -0.9838 2.8768 0.0 0.2 -0.2 0.101
H 0.2968 -1.7661 3.7984 -0.1 -0.9 0.0 0.115
C -3.2694 2.0853 -3.7316 -1.8 -0.2 1.7 -0.127
O -2.0738 2.6635 -4.1102 3.2 -1.0 -0.5 -0.193
P -0.6646 2.0742 -3.5227 1.2 3.8 -3.3 0.552
O -0.7152 1.0496 -2.4595 -0.1 -0.1 -0.2 -0.354
O 0.0103 3.5205 -3.1477 0.0 -2.8 -0.6 -0.205
C -0.0013 4.0378 -1.8046 -0.2 0.2 0.5 -0.069
O 0.2434 1.6183 -4.8264 -1.4 1.7 1.3 -0.198
C -0.1890 0.5830 -5.7008 -1.2 -2.7 0.9 -0.112
H -3.5408 1.1447 -4.2108 0.4 -0.1 0.0 0.095
H -4.0976 2.7716 -3.9086 0.3 0.2 -0.2 0.103
H -3.1639 2.0206 -2.6486 -0.9 -0.8 0.1 0.084
H 0.9856 4.2089 -1.3747 0.3 -0.5 -0.5 0.091
H -0.5292 3.3449 -1.1493 -0.2 0.3 0.1 0.078
H -0.4403 5.0344 -1.8512 -0.4 -0.3 0.0 0.100
H -1.2405 0.3018 -5.6428 -0.5 0.7 0.7 0.077
H 0.2752 -0.3214 -5.3075 0.4 -0.1 -0.4 0.085
H -0.1224 0.5428 -6.7880 1.2 1.5 0.1 0.103



no.,HOMO energy (eV)
1,-10.747
2,-9.597